Here is a 5-piece molecular cluster, C41H85Cl2N7O10S overall from the OMol25 dataset. Energies are from ωB97M-V with the def2-TZVPD basis set.

Results
largest force on an atom	2.63	eV Å⁻¹
structure (SMILES)	C/C(Cl)=C(/Cl)[C@]1(CC(N)(N)N)OS(=O)(=O)O[C@@H]1CCOCCOc1ccc(C(C)(C)CC(C)(C)C)cc1.COC[C@@H](C)N.COC[C@@H](C)N.COC[C@@H](C)N.COC[C@@H](C)N
E_HOMO	-8.34	eV

XYZ file:
```
146
Properties=species:S:1:pos:R:3:forces:R:3
C -5.973 -1.530 -2.262 -1.0 0.9 -0.1
C -5.530 -0.196 -1.679 0.4 -0.4 -0.1
Cl -6.720 0.730 -0.792 0.3 -0.5 -0.3
C -4.294 0.286 -1.855 -1.0 0.4 -0.3
Cl -3.918 1.871 -1.183 0.0 -0.7 -0.3
C -3.179 -0.401 -2.617 2.3 -0.2 1.2
C -2.035 0.562 -3.030 -0.6 0.4 -0.9
C -2.405 1.619 -4.139 0.9 0.0 -1.3
N -1.548 1.377 -5.335 -0.3 0.2 0.2
N -2.126 3.001 -3.750 -0.3 -0.5 -0.1
N -3.790 1.553 -4.582 0.0 0.3 0.6
O -3.520 -1.194 -3.762 0.1 0.2 -0.3
S -2.662 -2.546 -3.903 -1.4 -0.5 1.6
O -1.774 -2.511 -4.995 0.4 0.4 -0.2
O -3.631 -3.580 -3.804 0.3 -0.5 -0.2
O -1.880 -2.506 -2.492 -0.9 0.6 -1.3
C -2.414 -1.445 -1.687 0.8 1.6 1.6
C -2.995 -1.870 -0.337 0.0 -0.8 0.2
C -2.630 -0.878 0.787 -0.1 0.4 -0.7
O -2.633 -1.463 2.069 -0.5 0.2 -0.3
C -3.848 -1.315 2.784 -0.2 -0.5 0.2
C -3.733 -0.330 3.990 -0.6 -0.7 0.4
O -2.407 0.061 4.263 -0.5 0.5 -0.4
C -1.931 1.055 3.446 0.6 -0.2 0.4
C -2.651 1.745 2.496 -1.3 -0.4 0.3
C -2.071 2.698 1.695 -0.3 0.2 -0.1
C -0.730 3.015 1.791 0.3 0.0 -0.8
C -0.191 4.082 0.808 -0.2 1.3 1.0
C -1.094 4.241 -0.455 0.6 -1.5 0.2
C -0.365 5.441 1.585 -0.1 -0.5 -0.6
C 1.316 3.999 0.449 -0.5 -0.6 0.2
C 1.875 2.661 -0.128 1.0 0.1 -1.0
C 2.749 1.874 0.876 -0.1 0.9 0.7
C 0.849 1.703 -0.765 0.5 -0.5 0.2
C 2.856 3.055 -1.283 -0.9 -0.1 -0.1
C -0.009 2.342 2.787 0.4 0.3 0.0
C -0.595 1.383 3.604 0.5 0.2 -0.1
H -7.056 -1.613 -2.109 0.3 -0.2 0.1
H -5.488 -2.402 -1.818 0.1 0.1 -0.2
H -5.835 -1.474 -3.346 0.2 -0.4 0.2
H -1.583 1.091 -2.184 -0.4 -0.3 0.1
H -1.243 -0.072 -3.455 -0.2 0.0 0.2
H -0.566 1.358 -5.076 0.0 -0.1 -0.2
H -1.805 0.498 -5.776 0.3 -0.1 0.2
H -1.382 3.049 -3.066 -0.2 0.2 0.1
H -2.971 3.438 -3.404 0.2 0.0 0.4
H -3.912 0.848 -5.301 0.0 0.0 0.1
H -3.991 2.456 -5.005 0.0 -0.2 -0.2
H -1.521 -0.866 -1.408 -0.1 -0.4 0.0
H -4.081 -2.009 -0.324 0.2 -0.1 -0.2
H -2.534 -2.835 -0.076 -0.1 0.2 -0.1
H -3.344 -0.043 0.725 0.3 -0.1 0.2
H -1.628 -0.456 0.609 -0.2 -0.2 0.1
H -4.108 -2.310 3.172 0.2 0.2 0.0
H -4.691 -1.037 2.130 0.3 0.1 0.0
H -4.433 0.511 3.895 0.4 0.0 -0.1
H -4.084 -0.872 4.878 0.3 0.1 -0.1
H -3.712 1.545 2.359 0.2 0.0 0.0
H -2.736 3.178 0.984 0.3 0.0 0.1
H -1.424 3.228 -0.733 -0.2 0.4 -0.1
H -0.496 4.592 -1.305 -0.3 0.4 0.3
H -1.978 4.854 -0.263 0.2 0.0 -0.2
H 0.302 5.477 2.453 -0.1 0.2 -0.2
H -1.410 5.516 1.913 0.3 0.1 0.1
H -0.181 6.260 0.874 0.2 0.0 0.4
H 1.873 4.287 1.353 0.0 -0.3 -0.2
H 1.532 4.792 -0.283 -0.3 -0.1 0.2
H 2.166 1.156 1.463 0.2 -0.1 -0.2
H 3.144 2.617 1.589 0.0 -0.4 0.0
H 3.635 1.434 0.405 -0.4 -0.3 0.0
H 0.257 1.189 0.006 -0.2 0.3 -0.2
H 1.426 0.905 -1.264 -0.1 0.2 0.1
H 0.226 2.158 -1.543 0.1 0.0 0.3
H 2.270 3.472 -2.117 0.2 0.1 0.2
H 3.331 2.141 -1.661 0.2 0.3 0.1
H 3.587 3.808 -0.966 0.0 -0.3 0.0
H 1.046 2.554 2.964 -0.2 0.0 -0.1
H 0.016 0.867 4.342 -0.2 0.1 -0.1
C -7.871 -5.402 -6.059 0.0 -0.2 -0.1
C -6.724 -5.302 -5.056 -0.4 0.3 -0.1
C -7.109 -5.739 -3.634 0.3 -0.1 0.0
O -7.869 -4.785 -2.908 -0.1 -0.2 0.0
C -9.258 -4.797 -3.179 0.1 0.3 0.1
N -6.192 -3.938 -5.075 0.1 -0.1 0.3
H -8.598 -4.599 -5.938 0.0 0.0 0.1
H -7.487 -5.334 -7.077 0.0 0.1 0.0
H -8.394 -6.357 -5.964 0.0 0.0 0.0
H -5.935 -5.977 -5.399 0.0 0.0 0.1
H -6.186 -5.869 -3.062 0.0 0.1 0.0
H -7.617 -6.713 -3.637 -0.1 0.0 -0.1
H -9.625 -5.807 -3.381 0.0 0.0 -0.1
H -9.495 -4.137 -4.018 -0.1 -0.1 -0.1
H -9.772 -4.411 -2.299 0.1 0.0 0.0
H -5.366 -3.902 -4.478 -0.2 0.0 -0.4
H -6.869 -3.348 -4.595 -0.1 0.0 -0.1
C 2.338 -5.120 -6.887 0.1 -0.2 0.0
C 3.237 -3.965 -7.314 -0.4 0.0 0.0
C 3.328 -2.839 -6.271 0.3 0.1 -0.1
O 2.199 -1.987 -6.224 0.1 -0.1 0.2
C 1.112 -2.476 -5.456 0.0 0.2 -0.2
N 2.782 -3.466 -8.616 0.2 0.2 0.1
H 1.279 -4.872 -6.966 0.0 0.1 0.0
H 2.511 -5.987 -7.526 0.0 0.1 0.0
H 2.545 -5.420 -5.857 0.0 0.0 0.0
H 4.246 -4.369 -7.441 0.0 0.1 0.0
H 4.167 -2.193 -6.546 -0.1 0.0 0.0
H 3.553 -3.237 -5.272 -0.1 -0.1 0.0
H 1.452 -3.046 -4.585 0.0 -0.1 0.0
H 0.450 -3.087 -6.070 0.0 -0.1 0.1
H 0.538 -1.620 -5.106 0.1 0.0 0.0
H 3.437 -2.763 -8.947 0.0 -0.1 -0.1
H 1.925 -2.942 -8.457 0.0 -0.1 0.0
C 3.096 -0.181 4.484 -0.2 -0.2 -0.1
C 4.128 0.933 4.524 -0.2 0.0 0.2
C 5.293 0.697 5.495 0.1 0.1 -0.2
O 4.977 0.916 6.858 0.1 -0.2 -0.1
C 4.345 -0.172 7.509 -0.1 0.2 0.2
N 3.428 2.192 4.812 0.3 0.1 -0.1
H 2.445 -0.166 5.359 0.0 0.0 0.0
H 2.461 -0.057 3.605 0.0 0.0 0.1
H 3.559 -1.169 4.426 0.0 0.0 0.0
H 4.554 0.999 3.517 0.1 0.1 0.1
H 6.077 1.420 5.261 0.0 0.0 0.0
H 5.735 -0.298 5.355 -0.1 -0.1 0.0
H 4.712 -1.134 7.142 0.0 0.0 -0.1
H 3.260 -0.115 7.395 0.0 -0.2 0.0
H 4.570 -0.098 8.573 0.1 0.0 0.0
H 4.088 2.962 4.729 -0.1 0.0 -0.1
H 3.189 2.187 5.801 -0.1 0.0 0.0
C 8.447 3.790 8.926 0.1 0.2 0.1
C 9.095 2.412 8.829 -0.3 0.1 -0.2
C 9.766 2.141 7.473 0.2 -0.2 0.2
O 8.864 1.828 6.429 0.1 0.1 -0.1
C 8.265 2.943 5.798 -0.2 -0.2 0.0
N 8.089 1.394 9.155 0.2 -0.1 -0.2
H 7.507 3.844 8.376 0.0 -0.1 0.0
H 8.222 4.027 9.966 0.0 -0.1 0.0
H 9.114 4.566 8.544 0.0 0.0 0.0
H 9.880 2.369 9.591 0.0 -0.1 -0.1
H 10.401 1.257 7.582 -0.1 0.0 0.0
H 10.427 2.967 7.179 -0.1 0.1 0.0
H 8.946 3.796 5.734 0.0 0.0 0.1
H 7.348 3.227 6.320 0.0 0.2 0.0
H 7.992 2.645 4.784 0.1 0.0 0.0
H 8.542 0.484 9.187 0.0 0.0 0.1
H 7.457 1.322 8.359 -0.1 0.1 0.1
```
Forces are in eV/Å.